Version A
DFT (ωB97M-V/def2-TZVPD) results for a molecular structure, C39H33AsBrF6N5O5SSeW.

The geometry in XYZ format:
```
93
Properties=species:S:1:pos:R:3:mulliken_spin:R:1
W 0.424 -0.721 0.402 0.930
C 0.145 3.641 -0.589 -0.003
C -0.049 2.424 0.076 0.030
N 0.749 1.388 -0.103 -0.007
C 1.807 1.498 -0.965 0.017
C 2.030 2.654 -1.715 0.001
C 1.163 3.746 -1.498 0.009
C 3.114 2.660 -2.628 -0.022
C 3.900 1.551 -2.753 0.006
C 3.686 0.399 -1.958 -0.015
C 2.670 0.384 -1.040 0.030
N 2.341 -0.646 -0.131 -0.054
C 3.331 -1.299 0.608 0.053
C 4.700 -1.206 0.496 -0.049
C 5.535 -1.961 1.342 0.012
C 5.021 -2.768 2.319 -0.038
C 3.625 -2.784 2.538 0.007
C 3.007 -3.456 3.614 0.008
C 1.667 -3.294 3.833 0.000
C 0.932 -2.468 2.976 0.003
N 1.471 -1.850 1.933 0.035
C 2.810 -2.015 1.701 -0.002
H -0.521 4.466 -0.385 0.001
H -0.875 2.295 0.762 0.006
H 1.317 4.663 -2.052 -0.001
H 3.298 3.544 -3.223 0.000
H 4.714 1.542 -3.464 0.000
H 4.309 -0.470 -2.109 0.000
H 5.159 -0.554 -0.229 -0.002
H 6.605 -1.883 1.210 0.000
H 5.666 -3.352 2.962 -0.001
H 3.606 -4.072 4.272 0.000
H 1.156 -3.779 4.652 0.001
H -0.117 -2.298 3.164 -0.003
O -3.449 1.059 5.053 0.004
C -2.598 0.626 4.125 0.008
C -1.243 0.941 4.101 0.002
C -0.491 0.458 3.063 0.031
N -0.980 -0.315 2.059 -0.014
C -2.287 -0.671 2.133 0.016
Br -3.086 -1.903 0.950 0.002
C -3.113 -0.209 3.133 -0.005
H -3.006 1.625 5.699 0.000
H -0.764 1.562 4.846 0.000
H 0.558 0.704 3.002 -0.009
H -4.150 -0.505 3.161 0.000
C -6.109 3.477 -1.554 0.000
C -4.986 3.211 -2.514 0.000
C -5.237 2.815 -3.825 0.000
C -4.200 2.585 -4.715 0.000
C -2.890 2.748 -4.290 0.000
C -2.615 3.156 -2.992 -0.001
C -3.660 3.379 -2.114 0.000
S -1.562 2.375 -5.395 0.000
O -2.020 2.640 -6.721 0.000
O -0.380 2.966 -4.833 0.000
N -1.331 0.757 -5.335 0.000
C -0.693 0.123 -4.201 0.004
C -1.649 -0.252 -3.055 -0.001
C -0.901 -0.382 -1.782 -0.009
O 0.324 -0.715 -1.755 -0.016
O -1.391 -0.122 -0.638 -0.001
H -7.077 3.264 -2.004 0.000
H -6.110 4.521 -1.237 0.000
H -6.010 2.865 -0.656 0.000
H -6.260 2.696 -4.158 0.000
H -4.405 2.299 -5.739 0.000
H -1.588 3.303 -2.689 0.000
H -3.450 3.705 -1.101 0.000
H -1.997 0.235 -5.887 0.000
H 0.060 0.824 -3.839 -0.001
H -0.150 -0.754 -4.551 0.000
H -2.153 -1.208 -3.233 0.001
H -2.424 0.502 -2.909 -0.001
F 2.272 0.845 2.219 0.007
As 2.814 2.426 2.830 0.003
F 4.370 1.744 3.103 0.000
F 2.259 1.904 4.396 0.000
F 3.283 3.958 3.427 0.000
F 1.180 2.996 2.511 0.001
F 3.239 2.841 1.198 0.000
Se 0.165 -3.099 -0.484 0.013
C -0.108 -4.502 0.789 -0.001
C 0.651 -5.648 0.527 0.001
C 0.554 -6.760 1.346 -0.003
C -0.302 -6.749 2.441 0.005
C -1.066 -5.623 2.698 -0.002
C -0.972 -4.506 1.877 0.011
H 1.328 -5.665 -0.317 0.000
H 1.150 -7.636 1.130 0.000
H -0.382 -7.619 3.079 0.000
H -1.752 -5.612 3.536 0.000
H -1.610 -3.656 2.075 0.003
```

Results
charge = +1
LUMO level (spin up / spin down) = -5.04 / -4.49 eV
expectation value of S² = 0.80
orbital gap (spin up / spin down) = 5.34 / 6.09 eV
HOMO (spin up / spin down) = -10.378 / -10.581 eV
2S+1 = 2

Version B
DFT (ωB97M-V/def2-TZVPD) results for a molecular structure, C39H33AsBrF6N5O5SSeW.

The geometry in XYZ format:
```
93
Properties=species:S:1:pos:R:3:mulliken_spin:R:1
W -0.135 -0.278 0.210 0.141
C -1.757 3.166 2.817 -0.003
C -1.118 1.999 2.374 0.001
N -0.941 1.710 1.112 0.003
C -1.385 2.602 0.197 -0.006
C -2.077 3.770 0.539 -0.001
C -2.249 4.045 1.906 0.003
C -2.586 4.588 -0.493 0.006
C -2.391 4.236 -1.791 -0.006
C -1.637 3.091 -2.121 0.009
C -1.106 2.308 -1.137 -0.005
N -0.282 1.201 -1.324 0.025
C 0.659 1.226 -2.342 0.005
C 1.036 2.302 -3.103 -0.001
C 1.979 2.153 -4.143 0.001
C 2.565 0.954 -4.391 0.002
C 2.270 -0.148 -3.559 0.002
C 2.878 -1.403 -3.683 -0.005
C 2.523 -2.390 -2.819 0.024
C 1.600 -2.119 -1.802 0.055
N 1.049 -0.951 -1.628 -0.019
C 1.341 0.016 -2.521 0.003
H -1.858 3.336 3.881 0.000
H -0.730 1.301 3.095 0.000
H -2.772 4.944 2.218 0.000
H -3.159 5.471 -0.235 0.000
H -2.822 4.836 -2.584 0.000
H -1.507 2.809 -3.157 -0.001
H 0.632 3.279 -2.888 -0.001
H 2.246 3.014 -4.744 0.000
H 3.285 0.837 -5.193 0.000
H 3.620 -1.576 -4.455 0.000
H 2.961 -3.374 -2.871 0.000
H 1.290 -2.905 -1.133 -0.074
O -0.355 -1.826 5.579 0.000
C -0.692 -1.584 4.312 -0.003
C -1.870 -2.106 3.724 0.006
C -2.130 -1.870 2.405 0.014
N -1.257 -1.098 1.745 0.020
C -0.200 -0.602 2.287 0.032
Br 2.050 1.047 0.600 0.000
C 0.185 -0.797 3.573 -0.001
H -1.010 -2.382 6.016 0.000
H -2.562 -2.705 4.303 0.000
H -2.989 -2.258 1.882 -0.015
H 1.095 -0.396 4.000 0.000
C -1.415 -7.799 -0.100 0.000
C -0.001 -7.276 -0.172 0.004
C 0.964 -7.672 0.754 -0.001
C 2.264 -7.203 0.677 0.001
C 2.608 -6.323 -0.343 -0.003
C 1.669 -5.927 -1.288 0.009
C 0.371 -6.403 -1.191 -0.004
S 4.246 -5.679 -0.405 0.000
O 5.171 -6.751 -0.218 0.000
O 4.296 -4.823 -1.557 0.000
N 4.413 -4.718 0.891 0.000
C 3.637 -3.477 1.046 0.000
C 2.285 -3.695 1.765 0.008
C 1.063 -3.030 1.164 -0.025
O 0.032 -3.647 1.026 -0.001
O 1.289 -1.757 0.818 -0.030
H -1.571 -8.411 0.788 0.000
H -1.642 -8.409 -0.976 0.000
H -2.132 -6.975 -0.081 0.000
H 0.691 -8.361 1.547 0.000
H 3.014 -7.526 1.393 0.000
H 1.970 -5.269 -2.098 0.001
H -0.374 -6.092 -1.918 -0.006
H 4.655 -5.236 1.728 0.000
H 3.487 -3.059 0.056 0.002
H 4.250 -2.761 1.586 0.000
H 2.354 -3.320 2.790 0.001
H 2.056 -4.754 1.804 -0.001
F -2.495 0.114 -0.203 -0.083
As -4.355 0.318 -0.103 0.003
F -4.315 -0.940 1.065 -0.002
F -4.407 -0.852 -1.341 0.004
F -6.029 0.510 -0.020 0.000
F -4.152 1.548 -1.273 0.000
F -4.039 1.446 1.145 0.000
Se -1.471 -2.220 -1.112 0.897
C -1.548 -1.607 -2.903 0.025
C -1.139 -2.499 -3.890 0.011
C -1.214 -2.125 -5.223 -0.010
C -1.723 -0.878 -5.567 0.039
C -2.147 0.000 -4.576 -0.012
C -2.053 -0.354 -3.239 -0.021
H -0.755 -3.477 -3.614 -0.014
H -0.881 -2.810 -5.993 0.000
H -1.809 -0.600 -6.612 0.001
H -2.565 0.963 -4.846 0.000
H -2.409 0.316 -2.472 -0.007
```

Results
charge = +1
LUMO level (spin up / spin down) = -4.59 / -5.67 eV
expectation value of S² = 0.76
orbital gap (spin up / spin down) = 5.92 / 4.81 eV
HOMO (spin up / spin down) = -10.512 / -10.487 eV
2S+1 = 2

Energy comparison, zero being the most stable, in kJ/mol: version A 0.0; version B 162.0.

Version A
DFT (ωB97M-V/def2-TZVPD) results for 2 unconnected molecules or ions with the total composition C6H16N.

The geometry in XYZ format:
```
23
Properties=species:S:1:pos:R:3:nbo_charge:R:1
C -1.267 -1.155 -1.995 -0.663
C -1.843 -0.814 -0.653 -0.231
C -2.192 0.417 -0.284 -0.191
C -2.845 0.759 1.025 -0.651
H -0.926 -0.254 -2.514 0.202
H -0.423 -1.849 -1.924 0.209
H -2.005 -1.628 -2.640 0.257
H -2.068 -1.626 0.035 0.208
H -1.994 1.241 -0.968 0.193
H -3.372 -0.090 1.458 0.231
H -2.113 1.112 1.756 0.208
H -3.553 1.573 0.888 0.238
C 3.186 0.229 1.368 -0.641
C 2.566 0.137 -0.007 -0.218
N 1.063 0.232 0.084 -0.673
H 4.268 0.223 1.253 0.263
H 2.936 1.177 1.847 0.224
H 2.896 -0.598 2.014 0.231
H 2.873 0.926 -0.687 0.230
H 2.796 -0.821 -0.472 0.230
H 0.652 -0.547 0.611 0.447
H 0.566 0.284 -0.809 0.459
H 0.801 1.071 0.612 0.438
```

Results
charge = +1
LUMO level = -3.35 eV
orbital gap = 9.69 eV
HOMO = -13.039 eV

Version B
DFT (ωB97M-V/def2-TZVPD) results for a gas-phase ion, C6H16N (charge +1).

The geometry in XYZ format:
```
23
Properties=species:S:1:pos:R:3:nbo_charge:R:1
C 1.680 -0.144 1.601 -0.624
C 1.182 -0.918 0.338 -0.225
C 0.388 -2.101 0.836 -0.628
C 0.582 -0.015 -0.740 -0.411
C -0.737 0.745 -0.431 -0.039
C -0.861 2.214 -0.844 -0.658
N -1.933 0.013 -1.002 -0.677
H 0.900 0.373 2.160 0.206
H 2.353 -0.801 2.157 0.238
H 2.442 0.585 1.294 0.218
H 2.119 -1.165 -0.195 0.227
H -0.441 -1.834 1.496 0.200
H 1.018 -2.691 1.488 0.247
H -0.030 -2.723 0.023 0.206
H 0.442 -0.532 -1.716 0.211
H 1.231 0.863 -0.847 0.243
H -0.979 0.702 0.636 0.218
H -0.102 2.821 -0.346 0.260
H -1.794 2.698 -0.516 0.234
H -0.662 2.420 -1.898 0.234
H -2.830 0.515 -1.005 0.439
H -2.191 -0.837 -0.495 0.446
H -1.778 -0.188 -1.995 0.436
```

Results
charge = +1
LUMO level = -3.54 eV
orbital gap = 11.27 eV
HOMO = -14.814 eV

Energy comparison, zero being the most stable, in kJ/mol: version A 15.5; version B 0.0.

Version A
DFT (ωB97M-V/def2-TZVPD) results for a gas-phase ion, C6H16N (charge +1).

The geometry in XYZ format:
```
23
Properties=species:S:1:pos:R:3:nbo_charge:R:1
C 1.046 1.265 -1.346 -0.645
C 0.767 -0.150 -1.279 -0.261
C 1.790 -1.122 -0.671 -0.620
C -0.700 -0.332 -0.679 -0.421
C -0.943 0.414 0.594 -0.015
C -2.253 0.028 1.296 -0.669
N 0.131 -0.090 1.610 -0.738
H 1.571 1.631 -0.400 0.191
H 1.988 1.594 -1.965 0.256
H 0.171 1.976 -1.640 0.242
H 0.651 -0.553 -2.342 0.240
H 1.583 -1.254 0.354 0.154
H 2.719 -0.563 -0.443 0.226
H 2.134 -2.046 -1.261 0.270
H -0.879 -1.338 -0.532 0.220
H -1.494 0.057 -1.301 0.243
H -0.841 1.535 0.669 0.248
H -2.904 0.827 1.907 0.265
H -2.007 -0.876 1.839 0.210
H -3.024 -0.286 0.583 0.260
H 0.202 -1.101 1.924 0.443
H -0.194 0.351 2.473 0.443
H 1.167 0.062 1.375 0.458
```

Results
charge = +1
LUMO level = -3.38 eV
orbital gap = 11.08 eV
HOMO = -14.461 eV

Version B
DFT (ωB97M-V/def2-TZVPD) results for a gas-phase ion, C6H16N (charge +1).

The geometry in XYZ format:
```
23
Properties=species:S:1:pos:R:3:nbo_charge:R:1
C 3.031 0.476 0.321 -0.607
C 1.860 -0.497 0.130 -0.401
C 0.711 -0.354 1.137 -0.405
C -0.438 0.511 0.598 -0.432
C -1.235 -0.235 -0.456 -0.037
C -2.527 -0.821 0.095 -0.640
N -1.596 0.710 -1.612 -0.680
H 3.346 0.481 1.374 0.212
H 3.880 0.153 -0.265 0.229
H 2.738 1.507 0.159 0.199
H 1.536 -0.393 -0.918 0.168
H 2.275 -1.503 0.165 0.222
H 1.128 0.151 2.015 0.232
H 0.390 -1.346 1.435 0.218
H -1.061 0.879 1.418 0.236
H 0.031 1.420 0.191 0.210
H -0.598 -0.993 -0.894 0.228
H -3.046 -1.480 -0.596 0.231
H -3.189 -0.023 0.418 0.224
H -2.293 -1.396 0.991 0.259
H -2.361 0.309 -2.157 0.444
H -0.798 0.778 -2.256 0.443
H -1.786 1.667 -1.294 0.446
```

Results
charge = +1
LUMO level = -3.58 eV
orbital gap = 11.18 eV
HOMO = -14.762 eV

Energy comparison, zero being the most stable, in kJ/mol: version A 194.4; version B 0.0.

Version A
DFT (ωB97M-V/def2-TZVPD) results for 4 unconnected molecules or ions with the total composition C3H15NO4.

The geometry in XYZ format:
```
23
Properties=species:S:1:pos:R:3:nbo_charge:R:1
N 1.550 -1.484 1.565 -0.864
C 1.747 -0.938 0.212 -0.217
C 0.413 -0.904 -0.496 -0.438
C 0.601 -0.378 -1.904 -0.069
O -0.638 0.113 -2.468 -0.751
H 0.950 -0.927 2.164 0.389
H 2.400 -1.758 2.029 0.360
H 2.214 0.045 0.125 0.168
H 2.388 -1.721 -0.215 0.189
H -0.277 -0.267 0.099 0.190
H -0.245 -1.783 -0.520 0.217
H 1.079 -1.081 -2.595 0.179
H 1.246 0.510 -1.939 0.170
H -1.042 -0.595 -2.960 0.478
O -0.641 0.098 3.147 -0.954
H -1.523 -0.282 2.947 0.485
H -0.652 0.970 2.741 0.479
O -0.754 2.229 -0.912 -0.973
H -1.013 1.298 -1.033 0.482
H -0.067 2.461 -1.537 0.482
O -2.658 1.510 0.912 -0.940
H -1.814 1.363 0.463 0.468
H -3.265 1.521 0.173 0.469
```

Results
charge = 0
LUMO level = 0.51 eV
orbital gap = 9.48 eV
HOMO = -8.966 eV

Version B
DFT (ωB97M-V/def2-TZVPD) results for 5 unconnected molecules or ions with the total composition C3H15NO4.

The geometry in XYZ format:
```
23
Properties=species:S:1:pos:R:3:nbo_charge:R:1
C -0.170 -1.599 -0.580 -0.599
C -0.218 -1.090 0.864 -0.291
N 0.557 0.079 1.133 -0.097
C 0.031 1.271 0.526 -0.484
H -0.679 -0.815 -1.129 0.274
H 0.850 -1.727 -0.945 0.251
H -1.213 -0.845 1.257 0.274
H 0.275 -1.871 1.467 0.232
H 0.810 1.967 0.212 0.245
H -0.739 1.709 1.178 0.316
H -0.513 0.911 -0.395 0.338
H -2.355 1.260 -1.753 0.452
H -2.278 0.893 0.377 0.492
O -2.219 0.510 -1.152 -0.926
H -3.396 0.286 1.163 0.474
H -0.615 -2.606 -0.689 0.236
O -2.663 0.887 1.317 -1.011
H 1.625 0.064 0.898 0.448
H 2.388 0.323 -2.723 0.468
O 1.848 0.291 -1.922 -1.019
H 2.421 -0.090 -1.188 0.506
H 3.668 -0.159 0.637 0.459
O 2.844 -0.553 0.313 -1.036
```

Results
charge = 0
LUMO level = -4.74 eV
orbital gap = 4.79 eV
HOMO = -9.536 eV

Energy comparison, zero being the most stable, in kJ/mol: version A 0.0; version B 632.7.